57
Properties=species:S:1:pos:R:3:nbo_charge:R:1 method="wB97M-V/def2-TZVPD" e_lumo_ev=-0.1505 homo_ev=-8.67
C -0.99 -2.02 2.80 -0.40
C -0.83 -2.61 1.51 -0.31
C 0.57 -2.76 1.26 -0.32
H -1.66 -2.98 0.90 0.24
C 1.28 -2.27 2.40 -0.36
C 0.33 -1.85 3.38 -0.47
H 0.59 -1.47 4.37 0.27
H -1.98 -1.87 3.25 0.26
H 1.00 -3.30 0.42 0.24
H 2.37 -2.32 2.55 0.26
Y 0.27 -0.04 1.86 1.67
Cl 2.68 0.44 1.55 -0.60
P 0.16 -0.29 -1.01 0.82
C 1.40 -1.34 -1.85 -0.33
C 1.11 -2.08 -3.00 -0.23
H 0.10 -2.08 -3.41 0.23
C 2.11 -2.82 -3.62 -0.16
H 1.88 -3.38 -4.53 0.21
C 3.41 -2.85 -3.12 -0.22
H 4.19 -3.42 -3.61 0.22
C 3.70 -2.13 -1.96 -0.20
H 4.70 -2.14 -1.55 0.22
C 2.71 -1.39 -1.33 -0.21
H 2.93 -0.84 -0.42 0.26
C -1.45 -0.76 -1.73 -0.37
C -1.90 -2.08 -1.64 -0.20
H -1.25 -2.85 -1.21 0.22
C -3.18 -2.42 -2.06 -0.21
H -3.52 -3.45 -1.97 0.22
C -4.03 -1.45 -2.60 -0.20
H -5.03 -1.73 -2.96 0.22
C -3.59 -0.13 -2.68 -0.22
H -4.24 0.63 -3.10 0.22
C -2.32 0.22 -2.24 -0.14
H -2.00 1.26 -2.27 0.22
C 0.49 1.36 -1.72 -0.33
C 1.04 1.52 -3.00 -0.21
H 1.31 0.65 -3.58 0.23
C 1.23 2.81 -3.51 -0.15
H 1.63 2.92 -4.52 0.21
C 0.93 3.94 -2.76 -0.21
H 1.08 4.94 -3.17 0.22
C 0.41 3.78 -1.48 -0.20
H 0.18 4.65 -0.87 0.22
C 0.15 2.51 -0.98 -0.20
H -0.30 2.39 0.00 0.21
Cl -1.73 -0.43 5.11 0.05
C -1.12 1.15 4.82 -0.06
C -0.46 1.49 3.66 -0.57
C 0.01 2.78 3.46 0.03
Cl 0.83 3.16 1.99 0.07
C -0.15 3.78 4.45 -0.13
Cl 0.46 5.34 4.18 0.06
C -0.86 3.44 5.64 -0.10
Cl -1.14 4.62 6.82 0.07
C -1.34 2.11 5.83 -0.09
Cl -2.18 1.66 7.24 0.06

57
Properties=species:S:1:pos:R:3:lowdin_spin:R:1 method="wB97M-V/def2-TZVPD" total_charge=+1 e_lumo_ev="-3.0701 / -7.5520" homo_ev="-9.25 / -11.72" spin_multiplicity=5
C -3.13 -2.66 2.30 0.17
C -2.08 -1.70 2.28 0.18
C -2.58 -0.53 1.67 0.16
H -1.08 -1.83 2.67 0.01
C -3.94 -0.73 1.27 0.13
C -4.27 -2.06 1.68 0.16
H -5.24 -2.55 1.57 0.01
H -3.15 -3.66 2.67 0.01
H -2.01 0.37 1.49 0.01
H -4.59 0.01 0.78 0.01
Pd -2.78 -2.05 0.36 0.97
Cl -1.30 0.24 -0.98 0.38
P 0.72 1.50 -0.03 0.37
C 0.15 2.97 0.76 0.04
C 0.77 3.72 1.79 0.03
H 1.76 3.46 2.16 0.00
C 0.09 4.81 2.35 0.00
H 0.55 5.43 3.13 0.00
C -1.19 5.16 1.91 0.02
H -1.71 6.04 2.32 0.00
C -1.83 4.38 0.94 0.00
H -2.84 4.61 0.60 0.00
C -1.16 3.30 0.37 0.02
H -1.65 2.65 -0.37 0.00
C 1.77 0.62 1.09 0.03
C 1.41 0.51 2.45 0.04
H 0.47 0.94 2.81 0.00
C 2.27 -0.14 3.34 -0.01
H 2.00 -0.20 4.40 0.00
C 3.47 -0.71 2.90 0.05
H 4.14 -1.20 3.61 0.00
C 3.78 -0.67 1.53 -0.01
H 4.68 -1.18 1.18 0.00
C 2.96 0.02 0.63 0.05
H 3.26 0.08 -0.41 0.00
C 1.47 1.77 -1.62 0.03
C 2.19 2.88 -2.11 0.01
H 2.35 3.75 -1.47 0.00
C 2.72 2.85 -3.41 0.00
H 3.31 3.68 -3.80 0.00
C 2.50 1.76 -4.25 0.01
H 2.94 1.72 -5.25 0.00
C 1.71 0.70 -3.80 0.00
H 1.46 -0.15 -4.44 0.00
C 1.25 0.69 -2.50 0.01
H 0.61 -0.12 -2.14 0.00
F 0.35 -3.12 0.18 0.04
C -0.35 -3.68 -0.83 0.11
C -1.69 -3.41 -0.98 0.06
C -2.34 -3.88 -2.11 0.25
F -3.62 -3.52 -2.33 0.11
C -1.72 -4.75 -3.00 0.16
F -2.42 -5.33 -4.00 0.05
C -0.42 -5.16 -2.75 0.01
F 0.14 -6.16 -3.47 -0.01
C 0.29 -4.56 -1.70 0.24
F 1.56 -4.93 -1.46 0.09

68
Properties=species:S:1:pos:R:3:lowdin_spin:R:1 method="wB97M-V/def2-TZVPD" e_above_lowest_kcal_mol=0.0 e_lumo_ev="-0.7064 / -2.6438" homo_ev="-7.82 / -8.76" spin_multiplicity=5
Os 0.46 -0.74 -0.14 2.42
O -2.56 4.99 0.28 0.05
C -1.97 3.96 0.15 0.01
C -2.55 2.55 0.36 0.03
O -3.67 2.27 0.70 0.12
C -1.42 1.60 0.11 0.12
C -0.19 2.33 -0.12 0.12
O 0.91 1.76 -0.20 0.29
C -0.48 3.80 -0.21 0.03
O 0.29 4.67 -0.52 0.10
O -1.46 0.35 0.15 0.23
F 3.02 -1.75 0.72 0.02
C 1.93 -2.18 -0.03 0.02
F 2.47 -2.56 -1.24 0.00
H 1.56 -3.10 0.45 0.01
C 0.44 -3.67 -5.13 0.00
C 0.52 -4.04 -3.68 0.00
C 1.23 -5.09 -3.18 0.02
C 1.15 -5.34 -1.80 0.00
N 0.38 -4.66 -0.98 0.02
C -0.33 -3.63 -1.48 0.04
S -1.35 -2.66 -0.52 0.14
N -0.22 -3.32 -2.80 0.03
C 1.97 -6.44 -1.20 0.00
H 1.29 -4.08 -5.66 0.00
H 0.42 -2.59 -5.25 0.00
H -0.47 -4.10 -5.56 0.00
H 1.85 -5.69 -3.83 0.00
H -0.67 -2.46 -3.11 0.00
H 1.88 -7.36 -1.77 0.00
H 1.66 -6.61 -0.17 0.00
H 3.02 -6.15 -1.21 0.00
N 5.34 2.69 8.67 0.00
C 4.66 2.25 7.86 0.00
C 3.81 1.68 6.84 0.00
C 2.43 1.79 6.96 0.00
C 1.61 1.26 5.98 0.00
C 2.18 0.60 4.90 0.00
C 3.56 0.48 4.78 0.00
C 4.37 1.03 5.75 0.00
N 1.34 0.05 3.90 0.00
C 0.16 -0.64 4.10 0.00
C -0.29 -1.00 2.87 0.01
N 0.61 -0.53 1.92 0.03
C 1.57 0.09 2.57 0.01
H 2.00 2.31 7.81 0.00
H 0.54 1.37 6.05 0.00
H 3.99 -0.06 3.95 0.00
H 5.45 0.95 5.67 0.00
H -0.23 -0.84 5.08 0.00
H -1.16 -1.55 2.58 0.00
H 2.41 0.57 2.12 0.00
O 0.79 -0.67 -4.30 0.01
C 1.22 -0.50 -3.18 0.01
O 0.45 -0.58 -2.14 0.09
C 2.67 -0.22 -2.96 0.01
C 3.13 0.60 -1.93 0.01
C 4.49 0.78 -1.74 0.00
C 5.36 0.12 -2.58 0.00
C 4.94 -0.69 -3.62 0.00
C 3.58 -0.84 -3.81 0.00
N 6.81 0.28 -2.36 0.00
O 7.16 1.08 -1.52 0.00
O 7.55 -0.40 -3.03 0.00
H 2.43 1.13 -1.29 0.01
H 4.87 1.43 -0.96 0.00
H 5.66 -1.18 -4.25 0.00
H 3.20 -1.44 -4.62 0.00